1.
{
  "formula": "C24H64F3LiN7O18S",
  "method": "ωB97M-V/def2-TZVPD",
  "e_homo_ev": [1.88, -2.31],
  "fmax_ha_per_bohr": 0.19737,
  "total_charge": -2,
  "spin_multiplicity": 2,
  "e_lumo_ev": [3.388, 3.342],
  "symbols": ["Li", "C", "O", "H", "H", "H", "C", "F", "F", "F", "S", "O", "O", "O", "C", "C", "O", "O", "H", "H", "H", "H", "H", "H", "C", "C", "O", "O", "H", "H", "H", "H", "H", "H", "C", "C", "O", "O", "H", "H", "H", "H", "H", "H", "C", "C", "O", "O", "H", "H", "H", "H", "H", "H", "C", "C", "O", "O", "H", "H", "H", "H", "H", "H", "C", "O", "N", "N", "H", "H", "H", "H", "C", "O", "N", "N", "H", "H", "H", "H", "C", "O", "N", "N", "H", "H", "H", "H", "C", "C", "C", "C", "C", "C", "N", "O", "C", "C", "C", "H", "H", "H", "H", "H", "H", "H", "H", "H", "H", "H", "H", "H", "H", "H", "H", "H", "H", "H"],
  "xyz": [[2.0446, -4.2688, 0.2600], [2.7288, -5.1581, 2.7883], [1.9874, -5.9049, 1.8748], [3.4389, -5.7040, 3.4096], [3.2332, -4.3372, 2.2786], [2.1595, -4.7338, 3.6153], [1.5404, -0.2928, -0.1676], [2.8593, -0.4588, -0.1344], [1.2742, 0.9722, 0.1573], [1.0090, -0.5230, -1.3345], [0.6582, -1.4227, 1.1870], [1.0922, -0.7433, 2.4240], [-0.7540, -1.2035, 0.8970], [1.1171, -2.7833, 1.1124], [1.0553, -0.5106, 7.1481], [1.5785, -1.4803, 6.0830], [1.7244, -2.8258, 6.7053], [1.7593, -0.3785, 8.2965], [-0.0028, -0.6921, 7.3368], [1.1303, 0.5129, 6.7809], [2.5092, -1.1212, 5.6436], [0.9852, -1.4845, 5.1686], [0.8372, -3.1921, 6.7205], [1.4229, 0.3303, 8.8498], [0.5696, 3.6522, 4.3133], [1.3324, 3.4181, 3.0439], [1.8219, 4.6250, 2.4105], [-0.6444, 4.2673, 4.1917], [1.2304, 4.1653, 5.0119], [0.2982, 2.6681, 4.6954], [0.7490, 2.8863, 2.2923], [2.1732, 2.7488, 3.2260], [1.7786, 5.4037, 2.9703], [-0.6793, 4.5343, 3.2702], [-3.0882, -5.4599, -0.9069], [-2.6666, -4.4005, 0.1648], [-1.3949, -3.9465, -0.1622], [-2.5493, -5.4022, -2.1988], [-4.1766, -5.4830, -0.9614], [-2.8817, -6.4578, -0.5200], [-2.7329, -4.7456, 1.1966], [-3.4218, -3.6363, -0.0190], [-1.3271, -3.1682, 0.3957], [-3.1884, -5.0455, -2.8200], [-2.1303, -0.5598, 4.2993], [-3.4407, -1.2508, 4.2943], [-3.4829, -2.3257, 3.2928], [-1.8035, 0.4436, 3.3144], [-1.1955, -1.0787, 4.5115], [-2.2598, 0.0683, 5.1806], [-4.2808, -0.5940, 4.0685], [-3.6388, -1.5698, 5.3176], [-3.7967, -1.9812, 2.4535], [-1.2541, -0.0256, 2.6823], [-4.2431, 1.1070, 0.8497], [-4.1739, -0.3420, 0.2546], [-4.7185, -1.3449, 1.0566], [-2.8938, 1.7449, 0.6810], [-4.3860, 1.1196, 1.9302], [-5.1250, 1.5740, 0.4110], [-3.1484, -0.6826, 0.1114], [-4.5612, -0.3956, -0.7628], [-5.6597, -1.4973, 0.9444], [-2.3602, 1.3363, 1.3664], [0.0870, -2.9111, -3.8732], [-0.6799, -3.2666, -3.0165], [0.3987, -3.4430, -5.0528], [0.7236, -1.8632, -3.8134], [1.0601, -2.9780, -5.6581], [-0.0722, -4.3090, -5.2730], [0.4161, -1.2579, -3.0656], [1.1416, -1.5045, -4.6600], [5.9919, -0.6045, -2.6102], [6.4820, -1.4655, -3.3209], [6.1400, 0.7394, -2.8610], [5.3890, -0.8159, -1.4546], [6.6829, 0.8580, -3.7044], [5.4169, 1.4084, -2.6379], [4.9519, -1.7264, -1.4499], [5.0514, 0.0352, -1.0282], [4.5267, -0.5240, 2.8728], [5.6177, -0.1090, 2.5785], [4.0237, -1.5713, 2.3832], [3.6738, -0.0078, 3.7201], [3.0967, -1.9375, 2.5462], [4.6913, -2.2545, 2.0552], [2.7130, -0.1384, 3.4376], [3.9380, 0.6458, 4.4435], [-0.9789, 2.0824, -2.5059], [-1.9338, 2.8512, -3.4935], [-1.7614, 4.4480, -3.3975], [-0.6739, 5.1655, -4.1435], [-0.6519, 4.5430, -5.5776], [-0.4186, 2.9953, -5.6338], [-1.5960, 2.4401, -4.9089], [-1.6786, 1.1384, -5.1227], [-0.5856, 2.5283, -7.1356], [0.9561, 2.4695, -5.0374], [-3.3908, 2.5751, -3.1147], [-1.3025, 2.2842, -1.4848], [0.0965, 2.1969, -2.6417], [-0.9666, 0.9930, -2.5398], [-2.7152, 4.9038, -3.6632], [-1.6843, 4.8089, -2.3719], [0.2639, 4.8817, -3.6659], [-0.8162, 6.2459, -4.1162], [0.1937, 4.9198, -6.1530], [-1.5482, 4.9146, -6.0743], [-1.5958, 2.7014, -7.5067], [0.0624, 3.1117, -7.7896], [-0.2855, 1.4880, -7.2613], [0.8634, 1.4449, -4.6773], [1.7106, 2.6258, -5.8083], [1.3202, 2.9842, -4.1482], [-4.1341, 2.9204, -3.8333], [-3.6705, 3.0751, -2.1873], [-3.6067, 1.5226, -2.9313], [-0.9715, 0.7760, -4.5838]],
  "mulliken_charge": [0.797, -0.024, -0.950, 0.368, -0.369, 0.046, 0.001, -0.122, -0.251, -0.277, 0.626, -0.672, 0.219, -0.417, -0.191, 0.331, -0.559, -0.567, 0.257, 0.164, 0.159, -0.186, 0.325, 0.330, -0.257, -0.244, -0.486, -0.537, 0.387, 0.129, 0.170, 0.115, 0.314, 0.372, -0.886, 0.213, -0.330, -0.422, 0.369, 0.283, 0.347, -0.115, 0.115, 0.260, 0.284, -0.765, -0.548, -0.256, 0.029, 0.278, 0.258, 0.372, 0.244, -0.244, -0.509, 0.142, -0.493, -0.400, 0.223, 0.346, -0.194, 0.543, 0.202, 0.164, -0.006, -0.217, -0.769, 0.373, 0.471, 0.261, -0.035, 0.047, -0.170, -0.443, -0.409, -0.067, 0.252, 0.305, 0.188, 0.159, 0.438, -0.764, 0.009, -0.016, -0.028, 0.172, 0.054, 0.195, -1.905, 2.328, -1.455, -0.693, -1.720, 3.484, -0.321, -0.227, -2.590, -2.856, -2.201, 0.507, 0.191, 0.427, 0.515, 0.410, 0.288, 0.427, 0.481, 0.423, 0.376, 0.505, 0.402, 0.194, 0.674, 0.308, 0.520, 0.344, 0.380, 0.272]
}

=====

2.
{
  "formula": "C2H10NO",
  "method": "ωB97M-V/def2-TZVPD",
  "e_homo_ev": [-22.90, -22.55],
  "fmax_ha_per_bohr": 0.05346,
  "relative_energy_kj_mol": 192.05,
  "total_charge": 2,
  "spin_multiplicity": 2,
  "e_lumo_ev": [-9.002, -17.150],
  "symbols": ["O", "H", "H", "H", "C", "N", "C", "H", "H", "H", "H", "H", "H", "H"],
  "xyz": [[-0.2512, -1.3253, 1.8382], [0.0558, -1.4681, 2.7721], [0.8588, -0.4433, -1.4475], [-1.2069, -1.5351, 1.9192], [-0.9097, 0.6612, -1.5908], [0.2420, 0.0314, -0.7780], [1.0305, 0.8417, 0.1834], [-0.5330, 1.5268, -2.0429], [-1.6461, 0.9206, -0.8449], [-1.2238, -0.1909, -2.2401], [-0.1990, -0.6497, -0.1991], [0.5062, 0.7570, 1.1441], [2.0072, 0.4487, 0.1293], [0.9718, 1.9990, -0.0065]],
  "mulliken_charge": [-0.173, 0.457, 0.410, 0.458, -0.784, -0.178, -0.605, 0.368, 0.366, 0.364, 0.315, 0.257, 0.406, 0.338]
}

=====

3.
{
  "formula": "C3H4NS",
  "method": "ωB97M-V/def2-TZVPD",
  "e_homo_ev": [-12.73, -16.84],
  "fmax_ha_per_bohr": 0.20469,
  "relative_energy_kj_mol": 268.76,
  "total_charge": 1,
  "spin_multiplicity": 3,
  "e_lumo_ev": [-5.536, -9.739],
  "symbols": ["C", "C", "C", "N", "S", "H", "H", "H", "H"],
  "xyz": [[0.8013, -0.2176, 0.1763], [-3.5732, 0.5124, -0.4050], [2.2348, -0.1646, 0.1454], [-0.3119, -0.3832, 0.2550], [-2.6225, -0.0748, 0.5512], [2.6288, -1.0471, -0.6209], [-4.4223, 0.8836, -1.1033], [2.6764, -0.4327, 1.1668], [2.5886, 0.9240, -0.1654]],
  "mulliken_charge": [0.249, 0.217, -0.780, -0.124, 0.115, 0.299, 0.431, 0.298, 0.295]
}

=====

4.
{
  "formula": "H80O40",
  "method": "ωB97M-V/def2-TZVPD",
  "e_homo_ev": -9.50,
  "fmax_ha_per_bohr": 0.10827,
  "relative_energy_kj_mol": 1084.74,
  "total_charge": 0,
  "e_lumo_ev": -0.552,
  "symbols": ["H", "H", "O", "H", "H", "O", "H", "H", "O", "H", "H", "O", "H", "H", "O", "H", "O", "H", "O", "H", "H", "O", "H", "H", "O", "H", "H", "O", "H", "H", "O", "H", "O", "H", "H", "O", "H", "H", "O", "H", "H", "O", "H", "H", "O", "H", "H", "O", "H", "H", "O", "H", "O", "H", "H", "O", "H", "O", "H", "H", "O", "H", "H", "O", "H", "H", "O", "H", "H", "O", "H", "H", "O", "H", "H", "O", "H", "H", "O", "H", "H", "O", "H", "H", "O", "H", "H", "O", "H", "O", "H", "H", "O", "H", "H", "H", "H", "H", "H", "O", "H", "H", "O", "H", "H", "O", "H", "H", "O", "H", "H", "O", "H", "H", "O", "H", "H", "O", "H", "H"],
  "xyz": [[0.2000, -3.0768, -3.1219], [-0.4242, -3.3477, -4.5160], [0.4008, -3.3284, -4.0014], [0.8521, -1.7747, 3.2705], [-0.3942, -2.6888, 3.4941], [-0.0594, -1.8312, 3.6875], [0.6328, -2.3771, 0.5619], [1.5234, -2.6283, -0.5880], [1.4786, -2.0560, 0.1640], [4.8880, -2.2613, 0.2635], [4.1005, -2.0415, -0.8417], [4.7849, -1.5785, -0.3863], [-0.8851, 1.4607, 5.6474], [-0.2531, 2.0581, 4.3960], [-1.1123, 1.6584, 4.7617], [-0.7615, 1.1324, -6.0197], [-1.5577, 1.5357, -5.7146], [2.4319, 2.6611, -2.2187], [2.3393, 2.5610, -3.1904], [-3.2163, 0.4658, -0.6642], [-2.9618, 2.0267, -0.8939], [-3.5989, 1.3400, -0.7312], [1.5391, -4.7908, -3.5595], [3.0429, -4.9678, -3.0982], [2.1443, -5.1344, -2.9094], [-1.6550, -5.4627, -0.6230], [-1.5237, -6.3581, 0.6859], [-1.4558, -6.3143, -0.2388], [-3.6582, -4.0200, -1.0866], [-3.7665, -4.1856, 0.6390], [-3.3296, -4.1253, -0.2173], [1.9531, 0.7059, -2.5581], [2.5009, -0.0570, -2.5567], [-5.5427, 0.4608, -3.6360], [-4.9182, 1.3051, -2.5985], [-4.9100, 1.2137, -3.5641], [0.6716, -4.7063, -0.3990], [1.7891, -4.5812, -1.5710], [1.6463, -4.6122, -0.5404], [2.1925, 0.5255, 3.3799], [2.8267, -0.3651, 4.2897], [2.5662, 0.6184, 4.2250], [5.6058, 2.3363, 1.0094], [5.5913, 1.1245, 0.0151], [5.8220, 2.0774, 0.0476], [5.1447, 2.3791, -3.1640], [5.3299, 3.1406, -1.8296], [4.8825, 3.1912, -2.6651], [-0.6669, 3.9842, 1.2845], [-0.7446, 4.2011, -0.1535], [-0.4080, 3.6093, 0.4444], [-0.3329, -1.3475, 2.1392], [-1.0296, -1.1224, 1.5454], [-4.6199, -1.2899, 4.6439], [-3.5062, -0.9505, 5.8039], [-4.3130, -0.7485, 5.2937], [-2.8533, 3.1994, 2.0705], [-2.5369, 2.8414, 1.2569], [1.3395, -4.0934, 1.9458], [-0.2532, -4.3177, 1.9943], [0.5170, -4.1390, 2.5029], [0.3564, 1.4641, -0.8942], [-0.8214, 1.9534, -0.0569], [-0.5858, 1.5378, -0.8026], [3.7933, -4.0217, 1.7314], [4.5220, -3.8693, 3.0365], [4.0302, -3.3349, 2.4153], [-3.2359, -1.7347, -2.7066], [-2.9980, -3.0204, -3.3231], [-3.7159, -2.5491, -2.9869], [1.4913, 2.5864, 5.5631], [0.6795, 3.8328, 5.6170], [1.0394, 3.2007, 4.9597], [1.5554, -0.1886, -4.8883], [1.8993, 1.0450, -5.3898], [1.3896, 0.2744, -5.7004], [3.1895, -1.7897, 2.4217], [2.2876, -1.0072, 1.3717], [2.7301, -0.9780, 2.2036], [2.5516, 2.9768, -0.2755], [2.4091, 1.7669, 0.4262], [2.2807, 2.0414, -0.4476], [-3.8952, 0.8258, 1.8690], [-4.9540, 1.1886, 2.8913], [-4.2891, 0.5365, 2.6631], [-2.3611, 5.7696, -0.6659], [-2.5370, 6.2821, 0.7057], [-2.6338, 5.4758, 0.2402], [-0.5713, 0.2578, -2.6525], [-1.0945, -0.4473, -2.1533], [-0.5203, -2.9624, -0.6912], [-1.2877, -2.2935, -1.8418], [-1.1554, -3.2282, -1.4233], [-1.6255, -0.5108, 2.0010], [-1.4201, 2.4803, -6.0872], [-3.1510, 2.9698, 0.5788], [3.2965, 2.7473, -3.3758], [2.2715, -0.8421, -2.1123], [-1.2224, 0.1538, -1.3751], [2.0562, 5.4824, 0.4572], [2.6533, 5.7978, -0.1798], [1.2565, 5.1664, 0.0413], [-1.5340, 4.6686, -4.6534], [-2.4329, 4.2036, -4.4879], [-1.3109, 4.7101, -3.6465], [-2.5751, 1.5522, -3.2616], [-2.5922, 0.8288, -2.7310], [-2.7818, 1.3981, -4.1888], [-1.6587, -1.2290, 6.0094], [-2.3029, -0.8547, 5.3498], [-1.0484, -1.4192, 5.3469], [0.8556, 0.8206, 2.1478], [0.0197, 0.4008, 2.1891], [1.0110, 1.2979, 1.3514], [4.5286, 2.1661, 2.7050], [3.7640, 2.7601, 2.7733], [3.9313, 1.4492, 2.7963], [-4.5068, -1.4293, -0.4689], [-4.2698, -1.1290, 0.4527], [-4.2491, -2.3641, -0.4541]],
  "mulliken_charge": [0.459, 0.318, -0.771, 0.239, 0.330, -0.760, -0.255, -0.154, 1.219, 0.278, 0.218, -0.510, 0.269, 0.356, -0.593, 0.287, -0.616, 0.189, -0.582, 0.200, 0.286, -0.598, 0.364, 0.302, -0.627, 0.249, 0.276, -0.634, 0.293, 0.246, -0.610, 0.168, -0.627, 0.272, 0.291, -0.540, 0.243, 0.398, -0.687, 0.050, 0.330, -0.578, 0.362, 0.289, -0.672, 0.339, 0.297, -0.712, 0.130, 0.130, -0.245, -0.076, -0.120, 0.267, 0.364, -0.625, 0.204, -0.320, 0.277, 0.281, -0.679, -0.292, -0.306, 0.509, 0.243, 0.268, -0.598, 0.310, 0.319, -0.673, 0.312, 0.276, -0.618, 0.288, 0.362, -0.643, 0.350, -0.200, -0.344, 0.308, -0.486, 0.231, 0.298, 0.225, -0.514, 0.279, 0.283, -0.530, 0.204, -0.337, -0.046, -0.019, -0.190, 0.155, 0.293, 0.192, 0.392, 0.219, 0.266, -0.600, 0.282, 0.279, -0.627, 0.333, 0.283, -0.328, 0.262, 0.187, -0.718, 0.316, 0.419, 1.271, -0.457, -0.263, -0.749, 0.353, 0.437, -0.592, 0.214, 0.430]
}

=====

Question: Number 1 is which compound?
Answer: C24H64F3LiN7O18S

=====

What did the second record say?
{
  "formula": "C2H10NO",
  "method": "ωB97M-V/def2-TZVPD",
  "e_homo_ev": [-22.90, -22.55],
  "fmax_ha_per_bohr": 0.05346,
  "relative_energy_kj_mol": 192.05,
  "total_charge": 2,
  "spin_multiplicity": 2,
  "e_lumo_ev": [-9.002, -17.150],
  "symbols": ["O", "H", "H", "H", "C", "N", "C", "H", "H", "H", "H", "H", "H", "H"],
  "xyz": [[-0.2512, -1.3253, 1.8382], [0.0558, -1.4681, 2.7721], [0.8588, -0.4433, -1.4475], [-1.2069, -1.5351, 1.9192], [-0.9097, 0.6612, -1.5908], [0.2420, 0.0314, -0.7780], [1.0305, 0.8417, 0.1834], [-0.5330, 1.5268, -2.0429], [-1.6461, 0.9206, -0.8449], [-1.2238, -0.1909, -2.2401], [-0.1990, -0.6497, -0.1991], [0.5062, 0.7570, 1.1441], [2.0072, 0.4487, 0.1293], [0.9718, 1.9990, -0.0065]],
  "mulliken_charge": [-0.173, 0.457, 0.410, 0.458, -0.784, -0.178, -0.605, 0.368, 0.366, 0.364, 0.315, 0.257, 0.406, 0.338]
}